{
  "formula": "H31O16",
  "method": "the ωB97M-V functional and the def2-TZVPD basis",
  "symbols": ["O", "H", "H", "O", "H", "H", "O", "H", "H", "O", "H", "H", "O", "H", "H", "O", "H", "H", "O", "H", "H", "O", "H", "H", "O", "H", "O", "H", "H", "O", "H", "H", "O", "H", "H", "O", "H", "H", "O", "H", "H", "O", "H", "H", "O", "H", "H"],
  "positions_angstrom": [[1.289968, -0.283644, 0.379882], [0.552055, -0.829566, -2.293576], [-0.218429, -0.676838, 1.809869], [1.998863, 1.718050, -0.913751], [1.540179, 0.669409, -0.378879], [2.075168, -0.452723, 0.911028], [-1.370768, 0.489052, -0.713765], [-0.692511, 0.050099, -0.178803], [-1.420810, 1.334152, -0.151860], [1.395074, -4.957173, 1.908005], [1.049066, -4.080557, 1.793850], [2.137016, -4.916430, 2.485371], [-0.407956, 2.588780, 0.752768], [-0.208736, 3.366905, 0.206013], [-4.465323, -2.443456, -1.401445], [3.272790, -2.948280, 3.099425], [2.738723, -3.391718, 3.746502], [2.920071, -2.061666, 3.104238], [-0.054455, 0.282321, 5.139444], [0.050675, -0.214068, 4.307783], [-0.661031, 0.983657, 4.912657], [-1.789835, -2.858628, -0.838718], [-2.296001, -2.059564, -0.921217], [-0.845262, -2.805604, -1.003378], [1.453736, 4.271892, -2.669620], [1.914622, 3.363718, -2.561044], [-2.125838, 1.274872, -4.075205], [-1.341555, 0.900460, -4.543999], [-1.860846, 0.926747, -3.191256], [-1.184060, -0.876596, 1.728258], [-1.352589, -1.601494, 1.180304], [0.425318, 2.028678, 0.643261], [-4.223437, -3.224539, -1.869887], [-3.088899, 3.080880, 1.102623], [-3.355829, -3.567169, -1.556782], [2.188475, 1.060319, 3.077139], [1.677242, 1.303993, 3.836491], [1.722480, 1.085328, 2.210165], [1.434838, -0.795366, -2.689301], [1.323133, -0.563756, -5.037029], [1.595097, 0.112748, -2.276352], [0.678952, 0.133344, -4.895450], [0.953207, 0.459566, -4.022307], [1.711496, 4.603293, -1.819464], [-3.928458, 3.518159, 1.003299], [2.779598, 1.546075, -0.399844], [-3.985216, 4.456337, 1.064556]],
  "forces_ev_per_angstrom": [[-0.33, 0.68, 0.15], [-0.27, -0.86, -0.24], [-0.96, -0.65, -0.99], [-1.14, -1.03, 0.10], [0.21, 0.16, 0.31], [0.10, -0.14, -0.31], [-0.06, 1.33, 0.77], [0.00, -0.31, -0.17], [-0.04, -1.35, -1.36], [-0.99, -1.17, -0.61], [0.08, 0.66, 0.03], [0.85, 0.39, 0.36], [1.34, -0.29, 0.09], [-0.03, -0.42, 0.08], [0.02, 0.71, 0.65], [0.40, -0.10, -0.30], [-0.31, -0.32, 0.65], [-0.04, 0.64, -0.12], [0.50, -0.42, -0.41], [-0.19, 0.18, 0.44], [-0.39, 0.26, -0.10], [0.11, -1.59, 0.75], [0.63, 1.15, -0.36], [-0.17, 0.77, -0.18], [1.30, -2.47, -0.12], [-1.33, 1.62, -0.45], [1.64, -1.19, 0.64], [-0.79, 0.51, -0.29], [-0.80, 0.62, -0.29], [0.88, 2.21, 2.57], [0.15, -1.78, -1.35], [-1.30, 0.97, -0.22], [0.34, -1.51, -0.73], [0.73, 0.70, 0.13], [-0.83, 0.69, -0.09], [1.04, -0.61, -1.39], [-0.95, 0.26, 0.15], [-0.13, 0.14, 1.21], [-0.17, 1.95, 1.77], [-0.13, -0.17, 0.03], [0.98, -1.17, -0.36], [-0.14, 0.83, -0.58], [-0.24, -0.30, -0.54], [-0.01, 0.74, 0.77], [-1.61, -1.45, -0.28], [1.08, 0.42, 0.03], [0.96, 0.72, 0.17]],
  "lowdin_charge": [-0.27, 0.03, 0.02, -0.28, -0.01, -0.01, -0.10, -0.03, 0.04, -0.04, 0.02, -0.01, -0.09, 0.06, 0.01, -0.03, 0.02, 0.03, -0.06, 0.03, 0.04, -0.04, 0.03, 0.06, -0.10, 0.05, -0.10, 0.01, 0.02, -0.06, -0.03, 0.04, -0.07, 0.01, 0.02, -0.06, 0.00, 0.01, -0.09, 0.03, 0.04, -0.08, 0.01, -0.01, -0.04, -0.02, 0.01],
  "e_above_lowest_kj_mol": 301.25,
  "e_lumo_ev": 2.16,
  "multiplicity": 1,
  "homo_energy_ev": -7.176,
  "charge": -1,
  "gap_ev": 9.3399
}